Entry 1:
Formula: C2H13NO3
Source: the Open Molecules 2025 dataset
Level of theory: wB97M-V/def2-TZVPD

Values from the calculation:
LUMO: 0.61 eV
molar mass: 99.1 u
total charge: 0
relative energy (zero: lowest compared OMol25 entry of this formula, charge and spin): 39.2 kcal per mole
HOMO energy: -9.41 eV
multiplicity: 1
orbital gap: 10.01 eV

Structure (XYZ):
```
19
Properties=species:S:1:pos:R:3:lowdin_charge:R:1
H 0.380 0.410 1.335 0.05
O 1.524 0.203 1.790 -0.28
N -0.660 0.236 0.548 -0.20
H 1.516 0.903 2.459 -0.01
H 0.063 0.198 -0.253 0.15
C -1.521 1.446 0.442 -0.07
H -0.967 2.324 0.693 0.07
H -1.904 1.514 -0.616 0.10
H -2.351 1.340 1.160 0.08
C -1.361 -1.041 0.775 -0.07
H -0.655 -1.638 1.394 0.10
H -2.229 -0.931 1.400 0.07
H -1.521 -1.518 -0.224 0.10
O 2.398 -0.990 -0.511 -0.11
H 3.238 -0.582 -0.814 0.05
H 2.312 -0.573 0.376 -0.02
O 0.696 -0.038 -3.364 -0.09
H 1.004 -0.747 -2.713 0.05
H 0.039 -0.517 -3.878 0.02
```

=====

Entry 2:
Formula: C7H12O3
Source: the Open Molecules 2025 dataset
Level of theory: wB97M-V/def2-TZVPD

Values from the calculation:
LUMO: -0.61 eV
molar mass: 144.2 u
total charge: 0
relative energy (zero: lowest compared OMol25 entry of this formula, charge and spin): 68.1 kcal per mole
HOMO energy: -9.00 eV
multiplicity: 1
orbital gap: 8.38 eV

Structure (XYZ):
```
22
Properties=species:S:1:pos:R:3:lowdin_charge:R:1
C 2.206 -0.086 0.609 -0.01
C 0.736 -0.369 0.880 -0.41
C -0.029 -1.062 -0.866 -0.11
C 0.720 -1.136 -1.980 0.05
O 0.407 -1.100 1.859 0.01
H -0.621 -1.930 -0.585 0.11
H 2.350 0.557 -0.259 0.08
H 2.639 0.407 1.480 0.10
H 2.703 -1.042 0.436 0.09
H 1.360 -0.316 -2.291 0.07
H 0.748 -2.036 -2.585 0.07
C -2.374 -0.004 -0.363 -0.06
C -0.212 0.932 0.671 -0.54
C -0.945 0.433 -0.540 -0.15
O 0.475 2.131 0.411 0.04
O -0.986 1.077 1.823 0.03
H -0.786 0.256 2.342 0.11
H 0.617 2.527 1.284 0.12
H -0.782 1.054 -1.419 0.14
H -2.764 -0.485 -1.262 0.09
H -2.977 0.881 -0.122 0.10
H -2.487 -0.690 0.478 0.09
```

=====

Entry 3:
Formula: C37H49N9O2TeZr
Source: the Open Molecules 2025 dataset
Level of theory: wB97M-V/def2-TZVPD

Values from the calculation:
LUMO: -0.57 eV
molar mass: 870.7 u
total charge: 0
relative energy (zero: lowest compared OMol25 entry of this formula, charge and spin): 54.9 kcal per mole
HOMO energy: -5.53 eV
multiplicity: 1
orbital gap: 4.96 eV

Structure (XYZ):
```
99
Properties=species:S:1:pos:R:3:lowdin_charge:R:1
Zr 0.515 0.052 -0.045 1.58
C 0.160 -3.577 -5.341 -0.08
C -1.094 -3.238 -4.522 -0.19
C -0.956 -1.975 -3.721 -0.11
C -1.309 -0.695 -4.008 -0.11
C -1.998 -0.108 -5.208 -0.17
C -1.718 -0.767 -6.561 -0.09
C -0.997 0.101 -2.830 -0.24
C -1.156 1.438 -2.684 0.04
C -1.164 2.159 -1.447 -0.27
C -1.547 3.485 -1.242 -0.17
C -1.768 4.509 -2.317 -0.21
C -3.182 4.452 -2.915 -0.09
C -1.767 3.635 0.137 -0.16
C -1.460 2.406 0.741 -0.27
C -1.589 2.027 2.129 -0.02
C -1.117 0.867 2.648 -0.24
N -0.252 -0.015 2.013 -0.06
C 0.020 -1.038 2.934 -0.28
C 0.892 -2.038 2.739 -0.06
C 1.593 -2.235 1.446 -0.64
N 0.748 -2.014 0.300 -0.13
C 0.958 -2.998 -0.586 -0.22
C 0.325 -3.053 -1.823 0.02
C -0.373 -1.979 -2.382 -0.21
N -0.489 -0.748 -1.829 -0.03
C 1.937 -3.944 -0.049 -0.13
C 2.328 -3.489 1.161 -0.20
C 3.328 -4.086 2.102 -0.19
C 4.780 -3.963 1.608 -0.09
C 2.352 -5.202 -0.747 -0.18
C 1.461 -6.393 -0.362 -0.08
C -0.716 -0.766 4.176 -0.13
C -1.388 0.384 4.009 -0.13
C -2.287 1.083 4.976 -0.19
C -1.559 2.155 5.798 -0.08
C -0.648 -1.638 5.389 -0.18
C 0.566 -1.317 6.274 -0.08
N -1.068 1.516 -0.216 -0.05
C -2.260 4.860 0.856 -0.19
C -1.153 5.658 1.555 -0.10
H 0.365 -2.799 -6.078 0.06
H 0.037 -4.525 -5.871 0.07
H 1.036 -3.657 -4.695 0.07
H -1.303 -4.061 -3.835 0.11
H -1.955 -3.170 -5.183 0.09
H -1.705 0.940 -5.284 0.10
H -3.074 -0.100 -5.015 0.12
H -0.642 -0.844 -6.740 0.07
H -2.148 -0.165 -7.364 0.07
H -2.147 -1.766 -6.638 0.06
H -1.415 2.005 -3.570 0.10
H -1.030 4.368 -3.112 0.10
H -1.598 5.510 -1.908 0.10
H -3.378 3.470 -3.353 0.07
H -3.318 5.208 -3.693 0.07
H -3.932 4.619 -2.137 0.07
H -2.172 2.675 2.773 0.10
H 1.109 -2.724 3.550 0.11
H 0.443 -3.950 -2.416 0.09
H 3.084 -5.139 2.262 0.11
H 3.247 -3.581 3.066 0.10
H 4.907 -4.416 0.622 0.06
H 5.462 -4.462 2.303 0.07
H 5.063 -2.916 1.531 0.03
H 3.392 -5.431 -0.513 0.10
H 2.301 -5.049 -1.827 0.10
H 1.519 -6.587 0.712 0.07
H 1.765 -7.302 -0.890 0.07
H 0.415 -6.189 -0.608 0.07
H -2.731 0.348 5.649 0.10
H -3.109 1.547 4.431 0.11
H -0.752 1.712 6.387 0.06
H -2.245 2.658 6.487 0.07
H -1.117 2.913 5.143 0.07
H -0.595 -2.682 5.074 0.11
H -1.564 -1.527 5.971 0.10
H 1.496 -1.437 5.713 0.07
H 0.603 -1.975 7.146 0.07
H 0.523 -0.285 6.628 0.06
H -3.007 4.566 1.599 0.11
H -2.772 5.514 0.145 0.10
H -0.652 5.044 2.312 0.06
H -1.549 6.548 2.053 0.07
H -0.406 5.990 0.824 0.06
N 1.269 2.861 1.692 0.09
N 1.541 3.732 0.653 0.03
C 1.788 3.242 -0.546 -0.36
N 2.054 4.057 -1.542 0.24
N 1.718 1.887 -0.647 0.00
N 2.061 1.252 -1.786 -0.42
O 1.948 0.026 -1.639 -0.16
O 2.500 1.763 -2.785 0.09
H 0.362 3.042 2.100 0.05
H 2.013 2.816 2.367 0.10
H 1.699 4.713 0.818 0.15
H 2.201 5.038 -1.374 0.13
H 2.346 3.629 -2.404 0.10
Te 3.099 -0.464 1.291 0.74
```

=====

Entry 4:
Formula: C4H8N2O
Source: the Open Molecules 2025 dataset
Level of theory: wB97M-V/def2-TZVPD

Values from the calculation:
LUMO: 0.78 eV
molar mass: 100.1 u
total charge: 0
relative energy (zero: lowest compared OMol25 entry of this formula, charge and spin): 24.1 kcal per mole
SMILES: CC(C)=NC(N)=O
HOMO energy: -9.37 eV
multiplicity: 1
orbital gap: 10.16 eV

Structure (XYZ):
```
15
Properties=species:S:1:pos:R:3:lowdin_charge:R:1
C 0.641 -0.003 0.324 -0.38
C -1.718 0.018 0.148 -0.64
C 1.877 0.699 0.776 -0.02
C 0.685 -1.300 -0.321 -0.02
N -0.496 0.592 0.451 0.14
N -2.376 0.889 -0.647 0.17
O -2.096 -1.036 0.647 0.04
H 2.255 1.205 -0.162 0.11
H 2.662 0.060 1.115 0.07
H 1.467 1.541 1.362 0.09
H 1.561 -1.801 0.020 0.08
H -0.210 -1.856 -0.180 0.07
H 0.716 -1.072 -1.349 0.09
H -1.801 1.578 -1.071 0.09
H -3.167 0.486 -1.116 0.11
```

=====

Entry 5:
Formula: C26H48Cl8O18
Source: the Open Molecules 2025 dataset
Level of theory: wB97M-V/def2-TZVPD

Values from the calculation:
LUMO: 0.18 eV
molar mass: 932.3 u
total charge: 0
HOMO energy: -10.70 eV
multiplicity: 1
orbital gap: 10.88 eV

Structure (XYZ):
```
100
Properties=species:S:1:pos:R:3:lowdin_charge:R:1
C 2.670 -4.211 -1.386 -0.07
C 2.725 -4.367 -2.835 -0.21
O 2.605 -3.093 -3.519 -0.01
C 3.713 -2.350 -3.569 -0.57
O 4.796 -2.681 -3.202 0.12
O 3.481 -1.125 -4.204 -0.05
C 2.104 -0.731 -4.538 -0.02
H 3.551 -3.775 -0.996 0.06
H 2.614 -5.204 -0.938 0.09
H 1.730 -3.729 -0.990 0.09
H 1.855 -4.963 -3.067 0.11
H 3.648 -4.829 -3.101 0.12
H 2.139 0.289 -4.939 0.10
H 1.489 -0.755 -3.656 0.04
H 1.770 -1.456 -5.292 0.10
C -5.170 -0.315 3.140 -0.07
C -3.833 -0.478 2.512 -0.21
O -3.824 -1.670 1.712 0.01
C -3.316 -2.768 2.246 -0.61
O -2.868 -2.936 3.361 0.12
O -3.407 -3.673 1.237 -0.05
C -2.865 -4.974 1.352 -0.03
H -5.157 0.447 3.939 0.09
H -5.544 -1.164 3.735 0.09
H -5.936 0.032 2.458 0.07
H -3.023 -0.560 3.273 0.13
H -3.687 0.376 1.829 0.12
H -2.875 -5.215 2.437 0.11
H -1.874 -4.987 0.942 0.09
H -3.566 -5.562 0.807 0.09
C 0.718 4.008 0.383 -0.08
C 0.667 4.929 -0.792 -0.22
O 1.990 5.363 -1.144 0.03
C 2.657 4.709 -2.089 -0.61
O 2.281 3.639 -2.510 0.09
O 3.788 5.325 -2.389 0.02
C 4.637 4.607 -3.287 -0.03
H 1.365 3.117 0.247 0.08
H -0.350 3.651 0.564 0.10
H 0.957 4.502 1.340 0.07
H 0.148 5.829 -0.436 0.12
H 0.188 4.503 -1.733 0.15
H 4.996 5.344 -3.972 0.08
H 4.120 3.797 -3.808 0.09
H 5.496 4.159 -2.757 0.10
C 1.614 1.582 4.776 -0.07
C 1.463 3.047 4.682 -0.19
O 0.088 3.339 4.269 0.04
C -0.386 4.508 4.627 -0.61
O 0.040 5.361 5.384 0.09
O -1.542 4.750 3.961 -0.03
C -2.157 6.052 4.308 -0.03
H 2.677 1.349 5.010 0.10
H 1.232 1.038 3.927 0.07
H 1.147 1.194 5.656 0.07
H 2.098 3.487 3.939 0.12
H 1.550 3.510 5.667 0.13
H -2.506 6.000 5.351 0.10
H -2.946 6.315 3.593 0.09
H -1.409 6.881 4.276 0.10
C -8.093 -2.471 -1.237 -0.05
C -6.991 -1.589 -0.538 -0.17
O -5.917 -1.364 -1.492 0.03
C -5.062 -0.448 -1.151 -0.67
O -5.285 0.344 -0.272 0.09
O -3.935 -0.499 -1.837 -0.05
C -2.967 0.525 -1.372 0.01
H -8.797 -2.595 -0.386 0.08
H -7.724 -3.423 -1.548 0.06
H -8.515 -2.012 -2.133 0.07
H -6.551 -2.162 0.307 0.13
H -7.388 -0.577 -0.156 0.15
H -3.484 1.485 -1.473 0.10
H -2.115 0.363 -2.022 0.07
H -2.844 0.408 -0.262 0.09
C 4.086 0.565 -1.393 -0.05
C 3.839 -0.579 -0.436 -0.19
O 2.403 -0.704 -0.437 -0.01
C 1.817 -1.085 0.726 -0.61
O 2.300 -1.032 1.816 0.13
O 0.585 -1.485 0.424 -0.06
C -0.294 -1.851 1.523 -0.01
H 4.065 0.318 -2.447 0.06
H 5.081 1.045 -1.186 0.08
H 3.298 1.301 -1.297 0.06
H 4.209 -0.446 0.631 0.14
H 4.157 -1.506 -0.896 0.09
H 0.126 -2.717 2.089 0.12
H -1.254 -2.073 1.057 0.08
H -0.509 -1.067 2.264 0.10
C -1.678 -2.874 -3.524 -1.94
Cl -0.954 -4.259 -4.400 0.53
Cl -2.341 -1.673 -4.645 0.56
Cl -3.026 -3.467 -2.485 0.53
Cl -0.463 -2.188 -2.397 0.59
C 8.304 -1.912 -1.033 -2.04
Cl 7.722 -0.569 -0.088 0.55
Cl 9.975 -2.137 -0.837 0.55
Cl 7.647 -3.468 -0.416 0.49
Cl 8.010 -1.586 -2.831 0.49
```

=====

Entry 6:
Formula: C6H8N5
Source: the Open Molecules 2025 dataset
Level of theory: wB97M-V/def2-TZVPD

Values from the calculation:
LUMO: -4.17 eV
molar mass: 150.2 u
total charge: +1
relative energy (zero: lowest compared OMol25 entry of this formula, charge and spin): 52.3 kcal per mole
SMILES: N/C=C\NC#[N+]c1ncc[nH]1
HOMO energy: -12.22 eV
multiplicity: 1
orbital gap: 8.06 eV

Structure (XYZ):
```
19
Properties=species:S:1:pos:R:3:lowdin_charge:R:1
C 2.658 1.031 0.498 -0.13
C 3.589 0.300 -0.252 -0.03
C -2.345 -0.597 -0.278 -0.15
C -2.094 0.702 -0.057 -0.15
C 1.702 -0.753 -0.075 -0.34
C -0.434 -1.683 0.194 -0.05
N 0.634 -1.631 -0.290 0.31
N 1.579 0.352 0.640 0.08
N 2.937 -0.837 -0.581 0.15
N -1.685 -1.652 0.361 0.11
N -1.050 1.244 0.648 0.07
H 2.846 2.044 0.954 0.14
H 4.613 0.627 -0.407 0.13
H -3.203 -0.918 -0.922 0.14
H -2.586 1.562 -0.612 0.16
H -0.208 0.757 1.019 0.06
H 3.435 -1.534 -1.090 0.17
H -2.333 -2.295 0.921 0.23
H -0.745 2.190 0.449 0.10
```

=====

Entry 7:
Formula: C8H13ClN2O3S2
Source: the Open Molecules 2025 dataset
Level of theory: wB97M-V/def2-TZVPD

Values from the calculation:
LUMO: -0.87 eV
molar mass: 284.8 u
total charge: 0
SMILES: CCN[C@@]1(Cl)CC[C@@](C)(N=C=S)OS1(=O)=O
HOMO energy: -9.67 eV
multiplicity: 1
orbital gap: 8.79 eV

Structure (XYZ):
```
29
Properties=species:S:1:pos:R:3:lowdin_charge:R:1
C -4.348 -1.297 -0.603 -0.10
C -2.702 -1.527 -0.430 -0.27
N -1.894 -0.443 -1.111 -0.07
C -0.755 0.067 -0.236 -0.76
Cl -1.327 1.156 1.170 0.61
C 0.226 -1.111 0.354 -0.18
C 1.823 -0.856 0.075 -0.13
C 2.329 0.687 0.300 -0.52
C 2.171 1.203 1.873 -0.04
N 3.851 0.671 0.044 0.06
C 4.212 2.013 -0.113 -0.52
S 4.696 3.623 0.264 0.63
O 1.773 1.673 -0.639 -0.25
S 0.317 1.148 -1.352 0.84
O 0.559 0.296 -2.654 -0.35
O -0.488 2.411 -1.853 -0.37
H -4.727 -0.977 0.476 0.08
H -4.806 -2.339 -0.886 0.08
H -4.582 -0.458 -1.420 0.09
H -2.500 -1.652 0.717 0.11
H -2.480 -2.531 -1.035 0.13
H -2.562 0.380 -1.178 0.11
H 0.073 -1.122 1.535 0.12
H -0.024 -2.194 -0.021 0.13
H 2.173 -1.305 -0.975 0.15
H 2.406 -1.514 0.883 0.15
H 3.144 0.853 2.468 0.11
H 1.241 0.753 2.422 0.06
H 2.201 2.393 1.923 0.10
```